(1)
ORCA calculation (ωB97M-V/def2-TZVPD) on a 2-piece molecular cluster, C5H11N3 overall at a distorted geometry.

Atoms and positions in Å:
N: -0.47686 -2.89813 -1.33057
N: 0.12367 -0.67978 -1.52734
N: -1.21749 -1.24579 0.29167
C: 0.17871 1.77784 1.68818
C: -0.62436 -1.76365 -0.78337
C: 2.23566 0.29301 -0.47757
C: 1.02028 0.25268 -0.61618
C: -0.40111 1.42942 0.32720
H: -0.18090 1.09178 2.46062
H: 0.67082 -1.17676 -2.23273
H: -1.61007 -1.89716 0.95519
H: -0.89467 -0.15247 0.48622
H: -0.54775 -0.06100 -1.98224
H: -0.07252 2.79395 2.00693
H: -0.18379 2.22257 -0.39513
H: -1.49948 1.44575 0.33084
H: -0.96242 -3.64566 -0.84343
H: 3.17288 0.50879 -0.02713
H: 1.26940 1.70461 1.66887

## Properties
Kohn-Sham gap: 0.2784 hartree
relative energy (zero: lowest compared OMol25 entry of this formula, charge and spin): 144.2 kcal per mole
HOMO energy: -6.92 eV

(2)
ORCA calculation (ωB97M-V/def2-TZVPD) on C5H11N3 in the gas phase at a distorted geometry.

Atoms and positions in Å:
N: 2.21614 -0.08444 -0.59727
N: 2.48461 -0.56973 0.62739
N: -1.66602 1.26635 0.05778
C: -2.25736 -1.07795 -0.13818
C: 1.08159 0.75868 -0.92928
C: -1.20479 -0.01314 -0.24938
C: 1.85334 -0.28449 1.69292
C: -0.03647 -0.24016 -0.88852
H: 3.03038 -0.01867 -1.19105
H: -1.87591 -2.04024 -0.46591
H: -0.94638 1.90170 0.37897
H: -2.60045 -1.16122 0.89409
H: 0.97707 1.56982 -0.19350
H: 0.15482 -1.21991 -1.29741
H: 1.22334 1.15075 -1.93983
H: -2.48750 1.29504 0.64293
H: -3.12251 -0.81651 -0.74770
H: 0.88641 0.21312 1.72863
H: 2.28969 -0.62900 2.61532

## Properties
Kohn-Sham gap: 0.3300 hartree
relative energy (zero: lowest compared OMol25 entry of this formula, charge and spin): 54.3 kcal per mole
HOMO energy: -7.99 eV
SMILES string: C=NNC/C=C(/C)N

(3)
ORCA calculation (ωB97M-V/def2-TZVPD) on C5H11N3 as an isolated structure at a distorted geometry.

Atoms and positions in Å:
N: -0.61595 -0.83194 -1.84352
N: 2.00479 1.62479 0.97458
N: -1.35311 -1.99522 -1.89861
C: 0.84434 0.86877 -1.14377
C: -0.10360 -0.88764 0.66813
C: -0.09931 -0.33890 -0.72218
C: -1.23396 -0.43994 1.46574
C: 1.46154 1.60638 -0.35840
H: 1.43503 1.54298 1.86704
H: 0.90775 1.15778 -2.22295
H: 0.86850 -0.35164 1.12250
H: -1.43695 -1.21511 2.16365
H: -1.89528 -2.64635 -0.84991
H: 1.84603 2.52729 -1.01139
H: -2.16981 -0.09890 0.54807
H: -1.01796 0.57474 2.01390
H: -0.07734 -2.04616 0.81795
H: -2.00792 -1.57402 -2.71479
H: 2.64321 2.52310 1.12399

## Properties
Kohn-Sham gap: 0.3114 hartree
relative energy (zero: lowest compared OMol25 entry of this formula, charge and spin): 156.2 kcal per mole
HOMO energy: -7.86 eV

(4)
ORCA calculation (ωB97M-V/def2-TZVPD) on an isolated ion of composition C5H11N3 and charge +2 at a distorted geometry.

Atoms and positions in Å:
N: 0.98044 0.68268 -1.83692
N: -1.19773 0.26192 -1.24097
N: -1.78927 -0.74375 0.70331
C: 0.57453 -0.03885 0.43282
C: 0.10252 0.30303 -0.94807
C: -2.16972 -0.25819 -0.38285
C: 0.51010 1.02422 1.41615
C: 1.30573 -1.26343 0.66669
H: -3.18785 -0.19537 -0.77384
H: 2.07734 -1.43352 -0.09527
H: 1.44183 1.61398 1.35662
H: -1.51556 0.58621 -2.15399
H: 0.71293 0.94087 -2.78378
H: -0.30254 1.73453 1.26382
H: 1.74060 -1.30087 1.66425
H: -2.43718 -1.14545 1.37210
H: 1.97379 0.74879 -1.63938
H: 0.50638 0.63681 2.43647
H: 0.67368 -2.15361 0.54283

## Properties
Kohn-Sham gap: 0.3364 hartree
charge: +2
relative energy (zero: lowest compared OMol25 entry of this formula, charge and spin): 72.1 kcal per mole
HOMO energy: -19.85 eV

(5)
ORCA calculation (ωB97M-V/def2-TZVPD) on a 2-piece molecular cluster, C5H11N3O overall at a distorted geometry.

Atoms and positions in Å:
O: 1.73276 0.99920 1.01821
N: 0.82656 0.65525 -0.00111
N: -0.21498 -1.73387 0.78358
N: 2.39148 -0.97715 -0.40749
C: -2.58135 -0.64654 -0.36873
C: 1.22989 -0.52019 -0.69840
C: -1.92516 -0.05185 0.62156
C: 0.41721 1.83281 -0.74350
C: -0.68602 -0.59257 1.20357
H: 2.43733 0.31268 0.88556
H: -2.24880 -1.60753 -0.73291
H: -0.34142 1.53994 -1.47124
H: 2.67216 -1.79101 -0.93732
H: -0.42940 -0.16641 2.18017
H: 0.62819 -0.70820 -1.58435
H: 1.27116 2.30055 -1.24746
H: -0.01578 2.54211 -0.03582
H: -2.24563 0.91138 1.00292
H: -3.41530 -0.17502 -0.86517
H: 0.49710 -2.12358 1.39793

## Properties
Kohn-Sham gap: 0.3317 hartree
relative energy (zero: lowest compared OMol25 entry of this formula, charge and spin): 104.1 kcal per mole
HOMO energy: -8.55 eV
SMILES string: [H]/N=C/N(C)O.[H]/N=C/C=C

(6)
ORCA calculation (ωB97M-V/def2-TZVPD) on C5H11N3O in the gas phase at a distorted geometry.

Atoms and positions in Å:
O: -2.78494 -0.14591 -3.61226
N: -0.23024 0.00622 -0.61254
N: -1.40705 -0.34044 -0.34172
N: -2.26875 -0.47004 -1.40767
C: -1.96446 -0.21101 -2.73187
C: -0.07943 -0.26372 1.99204
C: 1.10540 1.52771 0.51884
C: 1.76367 -0.84760 0.33565
C: 0.59912 0.10901 0.61858
H: 1.49466 -1.81330 0.63788
H: 1.79775 1.84357 1.22651
H: 0.76910 -0.19850 2.62213
H: 1.68652 1.56528 -0.33317
H: 1.88827 -0.90356 -0.71996
H: -0.59863 -1.20196 1.94775
H: -0.75242 0.45485 2.30432
H: 0.22702 2.08215 0.65582
H: 2.70675 -0.46365 0.71912
H: -3.09208 -0.95251 -1.13779
H: -0.86026 0.22343 -2.68166

## Properties
Kohn-Sham gap: 0.3637 hartree
relative energy (zero: lowest compared OMol25 entry of this formula, charge and spin): 68.8 kcal per mole
HOMO energy: -9.44 eV
SMILES string: CC(C)(C)/N=N/NC=O

(7)
ORCA calculation (ωB97M-V/def2-TZVPD) on a 2-piece molecular cluster, C5H11N3O2 overall at a distorted geometry.

Atoms and positions in Å:
O: 2.87450 -1.25478 0.03884
O: 2.28729 0.89832 0.62270
N: -0.21367 2.08659 -0.21259
N: -1.54273 0.14623 -0.79618
N: -0.76697 0.30102 1.29456
C: 1.81309 -0.02039 -1.56432
C: -1.91933 -1.11176 -0.10717
C: -0.75317 0.92755 0.03527
C: 2.35236 -0.07676 -0.33926
C: -1.72068 -0.74714 1.38666
H: -0.34396 2.34156 -1.17013
H: -0.08472 0.51801 1.92411
H: 3.55611 -1.04499 0.66617
H: -2.97652 -1.45491 -0.34661
H: -2.53930 -0.36607 1.94840
H: -1.40265 -1.61121 1.92546
H: -2.41208 0.67945 -1.16871
H: 1.82349 -0.83203 -2.18088
H: 1.76423 1.68549 0.36870
H: -1.32749 -2.02963 -0.38394
H: 1.53218 0.96545 -1.94107

## Properties
Kohn-Sham gap: 0.3267 hartree
relative energy (zero: lowest compared OMol25 entry of this formula, charge and spin): 51.7 kcal per mole
HOMO energy: -8.10 eV
SMILES string: N=C1NCCN1.C=C(O)O

(8)
ORCA calculation (ωB97M-V/def2-TZVPD) on a 2-piece molecular cluster, C5H11N3O3 overall at a distorted geometry.

Atoms and positions in Å:
O: 3.72287 1.14289 -0.46793
O: 0.72659 2.36553 -0.32343
O: 2.11012 -1.82711 0.10152
N: 3.05663 -0.85047 -0.12435
N: -0.30992 -0.79226 0.62154
N: 2.67111 0.32280 -0.12009
C: -2.46680 -0.93254 -0.38566
C: 0.01180 1.64681 0.74849
C: -0.74411 0.37761 0.33239
C: -1.23415 -1.76583 0.17207
C: -2.02203 0.49653 -0.29164
H: -0.68324 2.47932 0.95012
H: -3.26344 -1.07173 0.26591
H: 1.28730 -1.47568 0.40644
H: -0.80237 -2.28125 -0.70186
H: 0.67494 1.46063 1.56750
H: -2.01770 0.92791 -1.30241
H: 4.47777 0.59147 -0.55093
H: -2.57955 1.14528 0.41118
H: -1.26228 -2.57727 0.91251
H: -2.65128 -1.09884 -1.43601
H: 1.29774 1.71620 -0.78538

## Properties
Kohn-Sham gap: 0.4077 hartree
relative energy (zero: lowest compared OMol25 entry of this formula, charge and spin): 99.7 kcal per mole
HOMO energy: -10.28 eV
SMILES string: OCC1=NCCC1.O/N=N/O

(9)
ORCA calculation (ωB97M-V/def2-TZVPD) on a 2-piece molecular cluster, C5H11N3S overall at a distorted geometry.

Atoms and positions in Å:
S: -1.58596 0.16680 3.19964
N: 1.37550 -0.44780 -1.64788
N: 1.22655 1.93268 -2.40421
N: -1.77310 -2.46161 2.68420
C: 0.24469 2.13440 -1.40799
C: 0.53372 -0.20745 -0.48937
C: 0.40274 -1.17547 0.44262
C: -1.51490 -1.30547 2.26723
C: -0.14451 1.13475 -0.59199
H: -1.92665 -0.24507 4.42046
H: 0.74693 1.96293 -3.26587
H: 0.68585 -2.19192 0.68976
H: 0.72457 -0.79396 -2.45510
H: -2.20447 -2.47217 3.55008
H: 1.95071 2.71703 -2.30003
H: -0.91533 1.45985 0.16511
H: 2.22610 -0.99404 -1.60504
H: -1.60886 -3.24969 2.11416
H: 0.01392 3.15751 -1.16645
H: 1.54251 0.87870 -2.19933

## Properties
Kohn-Sham gap (alpha / beta): 0.3058 / 0.2781 hartree
charge: +2
relative energy (zero: lowest compared OMol25 entry of this formula, charge and spin): 49.5 kcal per mole
HOMO energy (alpha / beta): -16.99 / -17.12 eV

(10)
ORCA calculation (ωB97M-V/def2-TZVPD) on an isolated ion of composition C5H11N4 and charge +1 at a distorted geometry.

Atoms and positions in Å:
N: -0.51589 1.87866 0.12256
N: -1.50712 1.24564 -0.18510
N: -0.74908 -0.99116 -0.29863
N: 0.59674 1.09498 0.66463
C: 1.33486 0.33312 -0.03502
C: 1.31959 0.35201 -1.45381
C: -3.00194 -0.47493 0.43877
C: 2.47212 -0.35489 0.67285
C: -1.66876 -0.13706 -0.04312
H: -3.04345 -0.20778 1.49687
H: 2.04690 -1.45319 0.75584
H: -3.74245 0.15491 -0.19009
H: -3.20155 -1.57839 0.33979
H: -1.03332 -1.92014 -0.29453
H: 0.53850 1.20652 1.69494
H: 2.72023 0.22836 1.60815
H: 3.29260 -0.19496 0.10841
H: 2.34739 0.65969 -1.91565
H: 0.54708 0.94701 -1.84543
H: 1.24755 -0.78840 -1.64143

## Properties
Kohn-Sham gap: 0.3522 hartree
charge: +1
relative energy (zero: lowest compared OMol25 entry of this formula, charge and spin): 103.4 kcal per mole
HOMO energy: -14.47 eV
SMILES string: [H]/N=C(C)/N=N\[NH+]=C(C)C

(11)
ORCA calculation (ωB97M-V/def2-TZVPD) on an isolated ion of composition C5H11N4 and charge +1 at a distorted geometry.

Atoms and positions in Å:
N: -0.53015 -0.55829 -0.03488
N: 0.70481 0.64657 0.16750
N: 2.48553 1.72877 0.64385
N: 0.76702 1.61729 -0.71681
C: 1.76654 0.74398 1.04880
C: 1.82386 2.30088 -0.36946
C: -0.96669 -0.87348 1.30215
C: -0.09146 -1.66748 -0.85656
C: -1.60818 0.27481 -0.83728
H: -1.98717 -1.07252 1.33352
H: -2.39761 -0.39906 -0.88754
H: -0.65601 -0.03367 1.89558
H: -0.90602 -2.13722 -1.37310
H: 1.94350 -0.07946 1.72297
H: 0.54769 -1.29012 -1.63695
H: -1.89426 1.12661 -0.24784
H: -1.18096 0.42295 -1.79608
H: -0.35692 -1.67738 1.75457
H: 0.41797 -2.33195 -0.17548
H: 2.11852 3.25874 -0.93695

## Properties
Kohn-Sham gap: 0.3478 hartree
charge: +1
relative energy (zero: lowest compared OMol25 entry of this formula, charge and spin): 99.2 kcal per mole
HOMO energy: -14.35 eV
SMILES string: C[N+](C)(C)n1cncn1

(12)
ORCA calculation (ωB97M-V/def2-TZVPD) on a 2-piece molecular cluster, C5H11N4O overall at a distorted geometry.

Atoms and positions in Å:
O: 0.22394 0.57236 3.61985
N: 0.41234 2.60761 2.53577
N: 0.25473 -2.58083 -0.82292
N: 0.21201 0.21711 -0.85554
N: 0.56617 0.51954 1.38588
C: 0.13765 3.17524 1.42978
C: 0.30198 1.24611 2.66438
C: 0.14249 0.91776 0.22553
C: -0.57801 2.62207 0.27170
C: -0.55298 -2.97397 -2.05411
H: 0.97508 -0.35749 1.39551
H: -0.16206 -4.01174 -2.33782
H: -0.33440 3.00395 -0.68918
H: -1.63606 -2.77724 -1.83820
H: 0.37734 4.26769 1.12837
H: 1.11592 -3.14483 -1.10467
H: 0.13233 0.79584 -1.70617
H: -1.63502 2.35976 0.30104
H: 0.31006 -1.33351 -0.93440
H: -0.13493 -2.29545 -2.78783
H: -0.12857 -2.83000 0.17301

## Properties
Kohn-Sham gap: 0.3729 hartree
charge: +1
relative energy (zero: lowest compared OMol25 entry of this formula, charge and spin): 73.4 kcal per mole
HOMO energy: -13.74 eV